No. 1
107
Properties=species:S:1:pos:R:3:mulliken_charge:R:1 method="wB97M-V/def2-TZVPD" spin_multiplicity=1 gap_ev=7.0249 total_charge=-1 e_above_lowest_ev=0.000 energy_ha=-5164.014944
H -4.39644 2.74131 1.67845 -0.140
C 6.24095 -1.33620 -3.59142 -0.344
H 2.87377 -5.03313 -5.14876 0.336
C 0.32663 3.41663 1.00563 -0.391
H -5.37620 -0.54014 -2.37430 0.321
C 3.91164 -0.87388 -3.08572 -0.245
H 5.02085 -5.46237 -3.93465 0.420
H 2.45467 2.96950 3.41377 0.322
H 2.94336 5.17678 -1.52757 0.479
H -1.39660 0.79272 5.17823 0.425
C 2.84558 1.44320 -0.91924 0.804
H 1.27960 3.75294 -2.75514 0.290
H -1.77136 -1.21089 -5.15822 0.357
Cl -5.98957 3.13009 4.10448 -0.147
H -3.02625 -4.75860 -3.25560 0.456
Si -2.92572 -1.58140 1.84068 0.346
C -3.83941 0.95537 -2.74017 -0.798
H 1.43428 3.28676 0.90721 0.552
Bi 0.25523 -0.94214 1.35478 0.885
C -2.48358 -2.98661 -4.27549 -0.562
H 4.54480 -1.31303 -5.05110 0.335
H 5.73621 -0.87997 -0.28942 0.393
C -0.46435 2.35426 1.55374 -1.319
H 4.34370 4.30951 0.02168 0.305
C 1.26879 -1.07656 -0.70587 -1.435
C -0.32881 4.56231 0.65432 -0.822
C -1.92923 0.63434 -1.30449 -0.745
H 2.11456 0.38041 5.22367 0.421
Cl -4.83820 4.09091 6.79346 -0.233
P 2.86389 -0.35777 -0.47374 0.751
H 1.26563 1.37761 -2.30298 0.512
H -4.36717 1.61122 -3.50554 0.260
C 4.50545 -4.42779 -2.19250 -0.651
H 7.02605 -1.75347 -4.25107 0.331
C -3.97284 -3.06916 1.47342 -1.442
N -1.87317 -0.96186 0.55931 0.848
C -2.42558 -0.40208 -0.55726 1.116
C 1.47188 -0.09195 4.51425 -1.186
C -2.43217 -3.87887 -3.26776 -0.755
C -4.36522 -0.16579 -2.13245 -0.889
Si 0.55083 1.44177 3.77220 0.365
H -4.74414 -0.70755 3.34812 0.488
C -1.65387 -1.88097 -4.29395 -0.557
C 4.18779 -0.73994 -1.71878 0.399
H 1.02597 -3.76463 -3.84052 0.162
C 2.30558 -3.48498 -2.12301 0.083
F -0.73741 1.14266 -1.01667 0.331
H -1.47748 -1.00095 3.84560 0.229
H -0.97578 2.40498 5.62669 0.515
H 2.00650 3.19132 4.99018 0.484
C 3.02206 -4.67145 -4.10883 -0.831
H -4.26102 4.53703 1.54948 0.458
H -4.55969 -3.20369 2.36786 0.405
C 6.54466 -1.05654 -2.25540 -0.676
C 2.92066 4.12387 -1.43783 -0.596
H -1.02238 -2.68332 3.33779 0.372
H -4.27735 -1.62932 -0.66043 0.050
H 0.24089 5.40937 0.29821 0.436
C -0.64402 -1.74363 -3.36148 0.169
C -1.87168 -1.95918 3.38629 -1.526
H -2.43429 -2.43577 4.17054 0.550
H 4.41226 1.76364 0.54596 0.403
C 1.59702 2.97679 4.04610 -1.533
C 4.93906 -1.15298 -4.01755 -0.686
C 2.08541 3.30764 -2.15566 -0.887
S 0.43375 -3.85952 0.30738 -0.726
H 5.45208 -4.68631 -1.73524 0.419
C -0.97661 1.72202 4.76934 -0.825
C -4.59915 3.09558 5.20758 -0.018
H 2.90674 -0.82218 -3.43702 0.305
N -1.79534 2.44563 1.66550 0.750
H 2.06376 -0.54365 3.78645 0.329
P 0.90336 -2.72917 -1.22279 1.322
H 7.55669 -1.15292 -1.85943 0.357
H -3.77041 3.65945 4.74827 0.124
H -4.77188 0.26519 1.87525 0.397
C -1.47176 -3.74121 -2.25312 -0.534
H -3.47828 0.44552 3.10589 -0.157
N 0.14537 1.22086 2.12676 1.462
C 1.99328 1.96038 -1.87581 0.067
C -3.76259 -0.76751 -1.06215 -0.212
C 2.06734 -3.92234 -3.42630 0.140
C 3.74310 2.21271 -0.20015 -0.765
H -3.52208 -4.05552 1.36791 0.353
H -1.34455 -4.52517 -1.44826 0.269
C -2.41472 3.54474 1.26281 0.635
H -4.66549 -2.98713 0.67042 0.511
H -4.43090 2.12818 5.61011 0.265
H 0.82001 -0.85140 4.96124 0.239
H -2.20589 5.62802 0.51841 0.322
C -3.87523 3.57824 1.16104 -1.264
H -4.27466 3.54221 0.15777 0.267
C -4.14335 -0.21275 2.58220 -0.868
H 3.75441 -3.48072 -0.50145 0.384
C 4.28424 -4.80869 -3.51324 -0.557
H 0.00879 -0.84884 -3.24052 -0.015
C -0.53082 -2.69636 -2.31427 0.256
C -1.71043 4.65835 0.78643 -0.820
C 3.54857 -3.75208 -1.49433 -0.031
S 3.56949 -0.61187 1.34254 -0.733
C 5.51425 -0.87966 -1.34735 -0.236
H -1.66232 2.16702 3.99252 -0.162
H -3.21942 -3.14274 -5.09592 0.272
H 1.00271 3.80557 3.78588 0.390
C 3.78280 3.53479 -0.49504 -0.693
H -2.03339 2.11147 -2.77505 0.272
C -2.59672 1.28542 -2.26581 -0.254

=====

No. 2
104
Properties=species:S:1:pos:R:3:mulliken_charge:R:1 method="wB97M-V/def2-TZVPD" spin_multiplicity=1 gap_ev=5.7986 total_charge=+2 e_above_lowest_ev=0.000 energy_ha=-4823.971913
H 0.08107 -2.90099 6.50055 0.493
C -1.48676 0.70922 4.97073 -1.615
H -2.37696 1.33152 5.04629 0.484
C 1.76117 1.27003 3.52292 -1.461
C -3.02520 2.03720 1.09727 -1.001
C -2.77964 -0.85551 3.51512 -1.392
P -0.00432 -1.07267 3.21721 0.775
S 0.34604 -3.82191 0.55755 -0.455
H -1.61891 -1.81626 -6.01873 0.435
H 2.85191 1.20112 -1.33977 1.445
H 2.84658 -1.45460 4.62674 0.273
S -3.42690 -7.21639 3.43358 -0.104
H -2.97062 3.18121 -1.59175 0.434
H -6.22669 1.26083 -3.56301 0.444
H 2.31673 -2.66078 5.77518 0.512
C 1.23836 0.20032 2.56723 2.824
H 1.77862 5.71351 -4.46571 0.424
H 3.38366 1.19817 -3.34476 0.308
C -1.50647 -0.00794 3.62420 3.300
C 0.06926 -0.76997 -5.22324 -0.874
C 4.26018 -1.04498 -1.35691 -0.233
H 4.27547 -0.22658 -0.65159 0.247
C 3.02779 2.19437 -3.57537 -0.059
S -3.69223 -4.63234 1.99480 0.049
C -0.80702 2.98328 1.14958 -0.318
P 1.46324 -0.82413 -1.35324 1.035
C -3.44684 2.27673 -1.94527 -0.489
C -0.62980 -1.89684 -2.79215 -0.181
C -1.37575 -2.17862 -3.92422 -0.572
H 4.72609 2.63800 -4.77331 0.445
H -3.65793 -0.21892 3.61280 0.471
C 1.81159 2.64252 -3.06316 1.208
C 3.78683 3.00768 -4.39502 -1.152
C 0.46315 -1.03204 -2.86845 0.432
C -2.36295 -3.83232 1.17882 0.295
C -0.26128 -2.66373 5.49476 -1.475
H -1.52560 0.73892 2.81099 -2.465
H 1.00086 2.01317 3.74448 0.291
H 6.38787 -1.21717 -1.38814 0.476
H -5.15902 -0.92878 -3.21440 0.514
C -0.27153 2.19446 -1.86503 -3.028
C 4.26380 -3.17899 -3.13427 -0.808
H -2.83582 -1.37489 2.55243 0.145
H 0.66710 0.71042 1.75765 -2.292
H -2.83225 4.54938 3.34947 0.458
C 3.35186 4.28207 -4.71845 -0.665
C 1.36557 3.91333 -3.41219 -0.772
P -1.27287 0.99449 -0.81058 2.040
C -1.03480 -1.60241 -5.13815 -0.932
C 1.77755 1.04578 -1.22753 -1.206
H 3.15730 -0.79153 2.68042 0.550
H 1.68835 0.15021 -4.19089 0.356
H 0.21973 3.01664 0.80379 0.268
C -1.72520 2.09486 0.59045 0.547
H -4.44032 2.90765 2.43263 0.522
H 6.39487 -3.07605 -2.99635 0.427
H -0.86239 -2.38578 -1.83438 0.632
C 5.45917 -2.65853 -2.66365 -0.611
C 3.05860 -1.53072 -1.86881 0.972
C -3.47579 -0.12460 -2.17754 0.094
C -3.42020 2.92027 2.08560 -0.822
H 2.08886 -1.53101 1.49654 0.271
C -1.21009 3.85509 2.14580 -0.879
H -0.26028 -3.58610 4.91678 0.338
C -4.66237 2.35130 -2.59412 -0.869
H -2.83225 -1.58879 4.31713 0.326
H 3.94533 4.91671 -5.35578 0.418
H -5.13916 3.30854 -2.72821 0.483
C 2.09100 -2.21361 4.80788 -1.551
C -4.67926 -0.03336 -2.85660 -1.442
H -0.84299 2.31748 -2.79542 0.988
C 0.67962 -1.63170 4.87483 0.792
H -2.21441 -2.85307 -3.86040 0.512
H 2.17564 -2.99714 4.05663 0.319
H 0.68804 -0.72382 5.49103 0.436
C 3.06207 -2.62807 -2.73075 -0.705
C -1.13021 -4.37970 1.31378 0.145
S -1.04112 -5.85211 2.26546 0.010
N 1.06337 1.78284 -2.21616 0.832
H 4.27578 -4.01214 -3.82003 0.473
C -2.76286 -5.98754 2.61246 0.115
H -1.28366 -2.30469 5.57916 0.269
Hf -0.49823 -1.48406 0.46588 0.842
C -5.27583 1.19816 -3.05925 -0.742
S -2.78675 -2.44767 0.19570 -0.573
H 2.89331 0.03028 1.16365 0.443
H -0.49912 4.55551 2.55395 0.538
H -0.27521 3.14940 -1.30726 1.224
H -3.03471 -1.09354 -1.99462 0.438
C 2.13566 4.72338 -4.23028 -0.822
H -0.61878 1.35226 5.08634 0.351
H 2.11964 0.84062 4.45304 0.288
H -3.73039 1.32788 0.68590 0.594
C -2.85226 1.03176 -1.72601 0.518
H 1.49440 1.35893 -0.20619 -0.644
C 2.40439 -0.56974 1.93106 -1.802
H 0.41787 4.28713 -3.05916 0.469
H -1.51870 -0.00305 5.79132 0.364
H 2.12666 -3.03285 -3.09022 0.473
C 0.82477 -0.48715 -4.09884 -0.264
H 0.36065 -0.34953 -6.17211 0.523
C -2.51939 3.84063 2.59964 -0.782
H 2.59718 1.78676 3.05567 0.537
C 5.45545 -1.60459 -1.76541 -0.896

=====

No. 3
106
Properties=species:S:1:pos:R:3:mulliken_charge:R:1 method="wB97M-V/def2-TZVPD" spin_multiplicity=1 gap_ev="5.8226 / 6.0066" total_charge=+1 e_above_lowest_ev=1.243 energy_ha=-3453.571193
N -1.90433 -1.73216 5.21158 -0.098
H -2.31547 1.77780 -5.12894 0.454
C 2.30862 2.78756 -1.20352 0.334
H -2.18685 -1.02933 2.72398 0.243
P 0.94984 -1.57990 -1.40880 1.539
C 0.44572 4.20882 1.50404 -0.840
C 0.21780 -2.18050 -5.88029 -0.617
H 2.35295 -2.26427 -6.08502 0.470
H -1.47262 -5.63054 -1.17164 0.477
C 0.45368 1.73379 -3.18920 0.117
C 4.21045 3.41193 0.13374 -0.775
H -1.73000 5.68843 -0.54470 0.432
C 0.68143 -1.79939 -3.18120 0.504
N -0.42430 -0.02848 2.37409 0.371
C -0.85374 -2.01392 -5.01311 -0.793
C 3.26464 2.47044 -0.23879 -0.363
H 4.54091 -4.80760 4.59352 0.319
C 3.71990 -3.23197 0.98758 -0.622
C 1.43275 1.79704 -4.17852 -0.434
H 1.24762 -5.10306 3.68631 0.260
C 0.74689 0.38616 2.85406 -0.370
C -2.87216 -3.10069 0.16986 -1.108
C -1.27215 4.81107 -1.00737 -1.053
H -0.58769 1.92647 -6.88670 0.436
H 3.26064 1.47845 0.19641 0.270
H -0.92830 -4.43072 -2.34505 0.281
H 4.94190 5.40475 -0.16792 0.396
C 0.24420 -3.97745 5.19491 -0.081
C -1.90469 -2.19074 6.53483 0.236
H -2.11008 2.23978 2.01122 0.147
N -0.28768 2.06772 -0.49132 0.422
Au -0.69978 0.06533 0.01995 0.513
H -2.85070 -1.64857 4.87481 0.227
C 2.30914 4.04758 -1.79850 -0.489
C 0.27307 -0.57968 4.99183 -0.265
H -1.98216 4.40849 -1.73238 0.325
H 3.26620 5.96228 -1.88796 0.429
C 3.71473 -5.49273 4.79516 -1.597
C 4.20286 4.66866 -0.45642 -0.537
H 0.83242 3.42674 2.16113 0.218
H -0.00800 4.97569 2.13664 0.490
C 0.33439 -3.37986 6.44655 -0.056
O -2.92853 -2.13536 7.17932 -0.648
H 2.77215 -1.89716 -3.67018 0.557
C -2.36918 2.95893 1.23034 -0.973
H 4.13458 -2.99082 1.95792 0.494
H -0.11667 -3.11114 2.25471 0.040
H 1.59949 -3.03502 8.14338 0.429
H -3.36679 -3.85280 0.78910 0.373
C -0.89631 1.72073 -3.52576 -0.262
N -0.73772 -2.68256 7.05775 -0.022
C 1.52532 -3.48873 7.16157 -0.479
C 1.52091 -2.13802 -5.40456 -0.942
H -1.63886 1.67715 -2.73831 0.576
C 1.05229 1.86209 -5.50969 -0.862
H -1.44768 -1.71346 -2.96299 0.513
C 3.25970 4.98420 -1.42517 -0.873
C 1.75909 -1.94045 -4.05346 -0.475
H -0.68298 -3.95052 4.64112 0.575
H 0.80787 -4.33559 1.38604 0.140
C -0.76967 -4.81038 -1.33274 -1.053
C -0.20176 -3.96096 1.57282 -0.614
H -1.86762 -2.03255 -5.39117 0.461
C 2.28334 -2.67659 -0.87074 0.626
C -0.29422 1.86056 -5.84708 -0.523
H 0.03551 -2.34992 -6.93354 0.448
N -0.39160 -1.92325 -0.58133 0.454
C 2.53333 -4.75374 5.36314 0.643
C 2.60314 -4.16912 6.62595 -0.648
H -0.39052 5.15145 -1.55340 0.289
C -0.62578 -1.82590 -3.65908 -0.102
H 3.51961 -4.24759 7.19888 0.409
H 3.45159 -5.99776 3.86670 0.336
H 0.23716 -5.22467 -1.27839 0.299
C -1.25005 -0.70322 3.16558 -1.080
H -3.37211 -3.09528 -0.80121 0.317
H 2.07651 0.47877 4.52658 0.526
Si -0.83459 3.53298 0.30182 -0.161
H -0.80334 -2.80659 8.05618 0.276
H -2.88010 3.79844 1.70808 0.416
H 1.29508 4.66276 0.98816 0.226
H 4.95441 3.16859 0.88083 0.463
H 3.84174 -5.63262 -1.39924 0.450
H 0.56047 -0.77447 6.01314 0.563
H 2.48042 1.79923 -3.90006 0.520
Si -1.03513 -3.46412 -0.04312 -0.282
C 4.08575 -4.40658 0.34080 -0.630
P 0.93462 1.64819 -1.45003 1.744
H -3.03350 -2.12259 0.62927 0.215
C 1.12205 0.12821 4.15921 -1.407
H 1.57018 4.28378 -2.55535 0.525
H 2.22438 -4.10468 -2.47448 0.573
C -1.26722 1.78519 -4.85941 -0.882
H 4.07518 -6.23889 5.50390 0.446
C 2.82239 -2.37024 0.38272 -0.833
C 1.56638 0.04127 -1.11420 -1.422
H 1.38046 0.94632 2.17477 0.573
H -0.76740 -4.75049 2.07539 0.607
H -3.07983 2.48029 0.55218 0.282
C 2.64737 -3.85734 -1.50864 -0.541
C 3.55329 -4.71603 -0.90142 -0.783
C 1.33900 -4.64491 4.66404 -0.508
H 1.80710 1.92221 -6.28293 0.453
H 4.79491 -5.07934 0.80578 0.432
C -0.95610 -1.01714 4.49531 0.748
H 2.51865 -1.45227 0.87251 0.178

=====

No. 4
109
Properties=species:S:1:pos:R:3:mulliken_charge:R:1 method="wB97M-V/def2-TZVPD" spin_multiplicity=1 gap_ev=6.9821 total_charge=+2 e_above_lowest_ev=0.242 energy_ha=-4612.020984
H -2.64040 2.90444 1.24915 0.023
C -4.38767 1.20342 -3.48014 -1.378
N -2.24658 -0.05273 -1.97948 -0.390
Ti 2.64640 -1.34947 1.71572 -0.429
C 5.49313 1.36866 -0.33292 -0.970
C -2.56884 -0.48951 -3.18470 -0.567
H 6.58359 -1.61361 -1.50103 0.512
C 0.44278 5.20207 -2.79168 -1.812
C 2.80340 -3.40634 4.11497 -0.257
N 0.17480 1.47519 -0.12054 0.636
H 5.70231 2.42808 -0.34907 0.520
C 5.98149 -0.88939 -0.96985 -1.072
H 1.97113 4.95056 2.11292 0.479
C 2.93322 -4.78765 4.11559 -0.859
H 4.06523 -6.14377 -0.24586 0.532
H 2.90086 3.44644 2.24055 0.298
C 1.89607 3.86841 2.19154 -1.771
C 4.89586 -1.31038 -0.21167 1.065
H -1.21842 6.04493 -0.74725 0.394
H 2.11601 -5.41424 4.44573 0.524
S 0.50288 -2.54032 1.83075 -0.397
H -4.74488 -0.80569 -1.62300 0.125
C 1.13321 3.31264 1.03380 0.138
H 5.88365 -2.57026 2.96158 0.424
N -1.01068 -0.46111 0.97070 0.823
C -0.69135 4.41544 -2.12146 2.236
C -1.69245 5.38628 -1.47684 -1.630
C 3.85142 -2.59159 3.67769 0.401
C -0.86523 -1.48494 1.81869 0.825
H -2.13390 6.01841 -2.24761 0.485
H -5.74352 1.98633 3.06314 0.422
C -0.08365 -0.93384 -2.28611 0.719
C -3.32072 2.72660 2.08365 -1.465
C -1.86259 -2.90865 3.67102 -1.729
H 2.98221 -0.67124 4.23281 0.582
C 5.05881 -3.19440 3.28410 -0.520
H -1.91456 -1.44680 -5.00006 0.587
H 1.40592 3.61359 3.13207 0.362
N -1.01286 -0.28898 -1.59314 0.410
H 0.02953 5.83980 -3.57325 0.478
H -5.56268 0.24190 3.00382 0.459
H 1.58870 -1.44383 -4.50876 0.338
N 4.31600 -7.93401 3.51263 -0.448
H -4.51824 1.21372 4.06012 0.487
H -5.31515 0.37737 0.48719 0.405
H 1.88084 -2.96227 4.46509 0.472
B -0.20374 -0.01760 -0.28305 -0.589
H -4.08512 -1.79509 -5.18477 0.443
H -3.73768 -0.96163 3.52041 0.632
C -0.10888 3.54597 -1.02330 0.068
H 6.12655 -5.02528 2.98469 0.527
H -4.06666 3.52225 2.09479 0.479
H 2.20712 -4.86965 1.06546 0.485
H 4.55450 -0.55573 3.36542 0.473
H -2.22249 2.99050 -2.71099 0.163
H 0.34187 -2.36334 -5.36519 0.418
H -3.79786 1.81492 -4.16587 0.331
H -1.83834 4.22009 -3.92512 0.551
S 5.21544 -4.05909 -0.73969 -0.233
H 0.77005 5.17729 0.08705 0.501
C -4.76839 1.31634 0.59888 -1.481
N -2.02393 0.41632 1.02862 -0.190
H 1.16967 4.53098 -3.25273 0.383
C -4.01647 -0.27689 -3.60649 2.519
H -2.50057 4.84539 -0.97977 0.252
C -2.95691 0.28105 1.93112 -0.382
C -4.88448 -1.12071 -2.65696 -1.431
C 4.11937 -5.36450 3.68154 0.647
H -3.64834 -0.17110 -5.75888 0.486
H -0.73472 2.86585 -3.65257 0.315
C -2.94148 -0.83086 2.80101 -0.540
C -4.02216 1.36791 1.93683 2.431
C 6.28132 0.45856 -1.02744 -0.617
C 3.64329 -1.13801 3.49998 -0.852
C 3.04973 -4.38441 0.59263 -0.904
H -4.07143 1.40991 -0.23439 -0.010
C 5.19868 -4.56203 3.29091 -0.648
H -5.43959 1.33397 -3.73580 0.506
H 0.96974 5.84921 -2.08855 0.358
H -1.00456 -2.83617 4.34070 0.255
H 3.77809 1.54403 0.96037 0.600
H -5.93707 -1.00064 -2.91598 0.447
C -4.26181 -0.72639 -5.04608 -2.305
C 4.23787 -6.79195 3.60647 -0.204
C -1.91667 -1.73133 2.75436 0.190
H 7.12720 0.79820 -1.61044 0.477
C -0.33260 -1.39015 -3.58420 -0.084
H -4.63800 -2.18185 -2.73352 0.374
H 1.04569 -2.99261 -3.86860 0.343
C 0.61841 4.10635 0.05077 -0.488
H -4.23469 1.57146 -2.46701 0.113
H -2.75413 2.78244 3.01580 0.403
H -2.77054 -2.96700 4.26692 0.432
C -5.01074 1.18021 3.08570 -2.344
H -1.74887 -3.83476 3.10655 0.372
C 4.00780 -5.07723 -0.08950 -0.607
S 1.49084 0.84669 2.14829 -0.467
C -1.61524 -1.13768 -4.00807 -0.292
H -5.30474 -0.54145 -5.30120 0.418
C 0.89227 1.91387 0.91167 0.618
C -1.41470 3.56524 -3.16294 -1.924
S 1.25785 -0.98825 -1.17161 -0.033
C 4.42479 0.89052 0.39260 -0.572
H -5.49222 2.13112 0.55154 0.484
N -0.31202 2.25689 -1.08925 -0.458
C 0.71615 -2.08736 -4.38233 -1.584
C 4.45026 -2.68080 -0.06072 0.323
C 3.29971 -2.98507 0.63247 1.226
N 4.11850 -0.41617 0.44888 0.726